1.
The following is a DFT calculation (wB97M-V/def2-TZVPD) of a cluster of 5 separate species, C27H46FO12S in total.

Positions of all 87 atoms, in Å:
C 8.81 0.01 1.28
C 7.40 0.33 0.78
S 6.56 -1.14 0.10
C 4.94 -0.47 -0.43
C 3.77 -1.51 -0.34
C 3.61 -2.02 1.09
C 2.93 -3.40 1.19
F 3.86 -4.42 1.41
C 2.53 -0.68 -0.79
C 1.21 -1.49 -0.85
C -0.04 -0.55 -1.04
C -0.54 0.00 0.30
C -1.85 0.43 0.47
C -2.31 0.96 1.67
C -1.47 1.07 2.76
C -0.15 0.62 2.64
C 0.28 0.11 1.44
H 8.84 -0.75 2.07
H 9.46 -0.23 0.42
H 9.23 0.93 1.71
H 6.79 0.80 1.56
H 7.45 1.07 -0.04
H 5.01 -0.05 -1.44
H 4.68 0.35 0.29
H 3.06 -1.25 1.69
H 4.58 -2.16 1.60
H 2.21 -3.38 2.03
H 2.34 -3.63 0.29
H 2.45 0.25 -0.17
H 2.76 -0.37 -1.82
H 1.21 -2.13 -1.75
H 0.99 -2.09 0.04
H 0.27 0.32 -1.64
H -0.86 -1.03 -1.59
H -2.56 0.36 -0.36
H -3.33 1.31 1.80
H -1.79 1.49 3.71
H 0.56 0.68 3.46
H 1.30 -0.24 1.37
C -3.90 -1.75 2.95
O -5.16 -1.36 3.51
C -5.42 -1.88 4.71
O -4.71 -2.62 5.33
O -6.62 -1.44 5.10
C -7.03 -1.92 6.38
H -3.80 -1.26 1.98
H -3.08 -1.41 3.58
H -3.86 -2.82 2.80
H -6.34 -1.59 7.15
H -7.12 -3.00 6.37
H -8.01 -1.49 6.58
C -9.19 2.92 -0.82
O -8.01 2.28 -0.35
C -8.23 1.33 0.57
O -9.31 1.00 1.00
O -7.06 0.81 0.92
C -7.14 -0.23 1.90
H -8.88 3.66 -1.55
H -9.86 2.21 -1.30
H -9.71 3.43 0.00
H -7.72 -1.07 1.53
H -7.57 0.15 2.83
H -6.12 -0.57 2.11
C 0.00 -1.37 -7.07
O 1.11 -2.26 -7.01
C 2.07 -1.86 -6.16
O 2.05 -0.86 -5.49
O 3.04 -2.77 -6.19
C 4.13 -2.46 -5.31
H -0.71 -1.79 -7.79
H -0.49 -1.29 -6.10
H 0.31 -0.39 -7.42
H 3.79 -2.42 -4.27
H 4.60 -1.52 -5.59
H 4.86 -3.26 -5.40
C 0.83 3.97 -0.20
O 1.64 4.67 -1.15
C 2.90 4.24 -1.20
O 3.37 3.36 -0.54
O 3.55 4.96 -2.12
C 4.92 4.59 -2.28
H -0.16 4.41 -0.23
H 0.75 2.91 -0.43
H 1.23 4.10 0.81
H 5.01 3.56 -2.61
H 5.47 4.74 -1.35
H 5.34 5.24 -3.04

Results
LUMO	2.002	eV
energy relative to the best compared isomer or geometry (same formula, charge and spin)	0.0	kcal per mole
energy	-2457.30023	a.u.
frontier orbital gap	0.140	hartree
net charge	-1

Mulliken charges, unit e, in atom order: -1.15, -0.42, -0.21, -0.59, -0.24, -0.61, -0.15, -0.34, -0.56, -0.90, -0.96, 0.69, -0.44, -0.88, -0.54, -1.01, 0.93, 0.31, 0.28, 0.35, 0.39, 0.25, 0.55, -0.02, -0.01, 0.53, 0.15, 0.20, -0.04, 0.66, 0.39, 0.27, 0.27, 0.38, 0.41, 0.59, 0.47, 0.46, -0.41, -0.68, -0.25, 0.64, -0.55, -0.28, -0.68, 0.17, 0.33, 0.35, 0.30, 0.30, 0.21, -0.64, -0.32, 0.72, -0.56, -0.19, -0.35, 0.22, 0.29, 0.29, 0.34, 0.32, 0.00, -0.60, -0.34, 0.83, -0.54, -0.33, -0.52, 0.21, 0.27, 0.28, 0.23, 0.27, 0.21, -0.35, -0.36, 0.79, -0.53, -0.36, -0.61, 0.25, 0.04, 0.29, 0.28, 0.29, 0.21

2.
The following is a DFT calculation (wB97M-V/def2-TZVPD) of a structure of composition C27H46N13PS3Ti.

Positions of all 91 atoms, in Å:
Ti 0.10 -0.15 0.17
N -0.76 -3.95 2.14
C -0.76 -2.88 1.27
S 0.60 -2.71 0.23
N -1.80 -2.10 1.36
N -1.78 -1.04 0.46
C -2.95 -0.69 0.14
C -3.20 0.32 -0.89
C -4.45 0.93 -0.99
C -4.65 1.85 -2.00
C -3.61 2.13 -2.87
C -2.40 1.48 -2.69
N -2.21 0.57 -1.73
H -0.17 -4.71 1.88
H -1.67 -4.20 2.49
H -3.77 -1.16 0.66
H -5.23 0.70 -0.27
H -5.61 2.35 -2.11
H -3.73 2.84 -3.68
H -1.55 1.70 -3.32
N 0.60 -0.61 -2.11
N 1.61 0.30 -2.54
C 1.80 2.50 -0.95
N 1.96 3.26 -2.20
S 0.08 2.30 -0.45
H 0.90 -1.57 -2.19
H -0.26 -0.46 -2.62
H 2.18 -0.07 -3.28
H 1.57 2.67 -2.93
H 1.32 4.05 -2.13
S 2.55 0.83 -1.22
C 2.73 3.11 0.10
N 3.85 3.72 -0.42
C 4.80 4.28 0.44
C 4.57 4.18 1.78
C 3.42 3.54 2.24
N 2.49 3.00 1.36
H 3.87 3.83 -1.42
H 5.65 4.76 -0.01
H 5.28 4.60 2.48
H 3.19 3.43 3.29
N 0.70 -0.01 1.86
P 1.29 0.02 3.30
N 2.94 -0.04 3.25
C 3.74 0.34 4.42
C 5.11 -0.32 4.37
C 5.89 0.06 3.10
C 4.95 0.19 1.89
C 3.67 -0.59 2.10
N 0.88 -1.23 4.32
C -0.51 -1.36 4.76
C -0.55 -1.82 6.23
C 0.65 -2.72 6.54
C 1.07 -3.48 5.28
C 1.61 -2.50 4.24
N 0.74 1.35 4.12
C 0.83 1.51 5.57
C -0.44 2.15 6.11
C -0.62 3.57 5.54
C 0.04 3.70 4.16
C -0.03 2.38 3.40
H 3.22 0.05 5.33
H 3.86 1.43 4.46
H 4.97 -1.40 4.41
H 5.67 -0.05 5.27
H 6.65 -0.70 2.92
H 6.42 1.00 3.26
H 5.45 -0.15 0.97
H 4.67 1.23 1.74
H 3.88 -1.66 2.25
H 3.01 -0.52 1.24
H -1.03 -2.07 4.12
H -1.01 -0.40 4.63
H -1.48 -2.35 6.41
H -0.55 -0.95 6.89
H 0.42 -3.41 7.35
H 1.50 -2.12 6.88
H 0.21 -4.02 4.87
H 1.84 -4.23 5.50
H 1.55 -2.93 3.23
H 2.67 -2.30 4.44
H 1.70 2.13 5.85
H 0.99 0.53 6.03
H -0.42 2.17 7.20
H -1.29 1.52 5.82
H -0.18 4.31 6.22
H -1.68 3.81 5.47
H 1.09 3.98 4.25
H -0.43 4.48 3.56
H 0.37 2.49 2.39
H -1.08 2.06 3.30

Results
LUMO (alpha / beta)	-0.022 / -0.085	eV
energy relative to the best compared isomer or geometry (same formula, charge and spin)	53.9	kcal per mole
energy	-4153.73850	a.u.
multiplicity	3
frontier orbital gap (alpha / beta)	0.197 / 0.260	hartree
<S²>	2.0283

Mulliken charges, unit e, in atom order: 0.45, -0.18, 0.10, -0.57, -1.06, 0.92, -0.78, 0.76, -0.92, -0.30, -0.87, 0.07, 0.02, 0.26, 0.27, 0.35, 0.42, 0.43, 0.38, 0.36, -0.37, -0.31, 1.73, -0.84, -0.45, 0.34, 0.26, 0.29, 0.26, 0.28, -0.13, -1.16, 0.02, -0.75, -0.87, -0.55, 0.23, 0.29, 0.42, 0.41, 0.45, 0.31, -2.10, 1.18, -0.31, -1.05, -0.91, 0.06, 0.00, 0.94, -0.66, -0.81, -0.68, -0.94, -0.25, 1.21, -0.58, -0.99, -0.81, -1.03, 0.34, 0.36, 0.16, 0.26, 0.49, 0.35, 0.33, 0.61, -0.39, 0.18, -0.30, 0.26, 0.38, 0.49, 0.17, 0.46, 0.26, 0.31, 0.49, -0.04, 0.10, 0.31, 0.37, 0.51, 0.24, 0.34, 0.34, 0.13, 0.53, -0.49, 0.24

3.
The following is a DFT calculation (wB97M-V/def2-TZVPD) of a structure of composition C27H47AsBF10MoN4O2PS3SbSi3.

Positions of all 101 atoms, in Å:
Mo -0.14 0.27 0.27
S -3.56 7.05 0.79
N -2.99 6.07 1.94
C -2.52 5.00 1.33
C -1.92 3.85 1.99
C -1.79 3.72 3.37
C -1.23 2.58 3.89
C -0.78 1.59 3.02
N -0.87 1.72 1.69
C -1.46 2.82 1.17
C -1.63 2.86 -0.28
N -1.20 1.77 -0.96
C -1.33 1.76 -2.28
C -1.90 2.82 -2.99
C -2.35 3.92 -2.30
C -2.21 3.95 -0.91
C -2.66 5.05 -0.08
N -3.23 6.16 -0.51
H -2.15 4.52 4.01
H -1.14 2.42 4.95
H -0.34 0.68 3.39
H -0.97 0.88 -2.79
H -1.97 2.76 -4.07
H -2.80 4.76 -2.81
C 5.80 -0.48 3.96
C 5.44 -1.04 2.61
C 5.95 -0.24 1.44
O 3.95 -1.20 2.50
P 2.80 -0.26 2.90
S 1.79 -0.63 4.48
S 1.28 -0.97 1.55
O 3.30 1.18 2.58
C 2.71 2.47 3.02
C 3.27 3.50 2.07
C 3.08 2.75 4.46
H 6.88 -0.56 4.10
H 5.33 -1.05 4.77
H 5.53 0.57 4.05
H 5.76 -2.08 2.53
H 5.61 0.79 1.48
H 5.63 -0.68 0.49
H 7.04 -0.25 1.46
H 1.63 2.38 2.90
H 4.35 3.58 2.19
H 2.83 4.48 2.30
H 3.04 3.26 1.03
H 4.17 2.76 4.57
H 2.67 2.01 5.14
H 2.70 3.73 4.74
F 1.44 1.62 -0.12
As 2.52 0.98 -1.54
F 3.60 2.26 -1.31
F 3.28 0.02 -0.35
F 3.26 0.16 -2.82
F 1.13 -0.23 -1.47
F 1.52 1.91 -2.56
F -1.14 -1.50 3.31
B -2.19 -1.61 2.46
F -1.74 -0.56 1.19
F -2.28 -2.78 1.80
F -3.34 -1.03 2.85
C -1.99 -0.23 -4.72
Si -1.00 -1.65 -4.00
C 0.80 -1.47 -4.43
C -1.68 -3.25 -4.68
Sb -1.33 -1.87 -1.40
Si -3.97 -1.73 -1.16
C -4.58 -2.24 -2.84
C -4.26 0.09 -0.85
C -4.73 -2.82 0.10
Si 0.24 -3.92 -0.76
C -0.29 -5.25 -1.95
C 1.99 -3.39 -1.11
C 0.00 -4.44 1.00
H -2.34 -0.54 -5.70
H -1.36 0.66 -4.87
H -2.86 0.06 -4.14
H 0.93 -1.79 -5.47
H 1.46 -2.09 -3.82
H 1.14 -0.44 -4.35
H -1.65 -3.12 -5.77
H -2.71 -3.46 -4.41
H -1.08 -4.12 -4.45
H -4.21 -1.64 -3.67
H -5.67 -2.14 -2.82
H -4.37 -3.29 -3.05
H -3.89 0.72 -1.65
H -3.82 0.40 0.10
H -5.34 0.23 -0.78
H -4.41 -3.86 0.01
H -5.81 -2.79 -0.11
H -4.58 -2.50 1.13
H 0.08 -5.06 -2.95
H -1.37 -5.39 -1.98
H 0.16 -6.18 -1.60
H 2.17 -3.13 -2.15
H 2.61 -4.27 -0.88
H 2.34 -2.58 -0.47
H -1.01 -4.79 1.19
H 0.24 -3.66 1.72
H 0.69 -5.28 1.16

Results
LUMO (alpha / beta)	-7.621 / -7.817	eV
energy	-7398.74358	a.u.
multiplicity	2
frontier orbital gap (alpha / beta)	0.236 / 0.219	hartree
net charge	+2
<S²>	0.9733

Mulliken population analysis, charges in e, atoms 1 to 99: 0.88, 0.22, -0.65, 0.64, 0.66, -0.90, -1.22, -1.11, 1.83, -0.99, -0.46, 1.32, -0.07, -1.07, -1.04, 0.58, 0.68, -0.65, 0.58, 0.62, 0.49, -0.17, 0.57, 0.57, -1.21, 0.46, -1.04, -0.15, -0.19, -0.19, -0.59, 0.35, 1.86, -1.43, -1.53, 0.49, 0.37, 0.14, 0.35, 0.12, 0.20, 0.52, -0.89, 0.36, 0.43, 0.17, 0.33, 0.36, 0.47, -0.60, 2.35, -0.42, -0.47, -0.40, -0.28, -0.52, -0.19, -0.35, 0.49, -0.14, -0.21, -1.33, 0.78, -0.97, -1.07, -0.18, 0.63, -1.21, -0.57, -1.06, 0.55, -1.15, -0.46, -0.85, 0.53, 0.44, 0.37, 0.51, 0.05, 0.27, 0.43, 0.24, 0.32, 0.33, 0.48, 0.27, 0.11, -0.05, 0.60, 0.35, 0.43, 0.30, 0.25, 0.35, 0.45, 0.25, 0.52, -0.23, 0.28

4.
The following is a DFT calculation (wB97M-V/def2-TZVPD) of a cluster of 3 separate species, C27H47BFN3O7S in total.

Positions of all 87 atoms, in Å:
C -1.66 -0.75 0.75
C -2.83 -0.89 -0.26
B -4.20 -0.69 0.45
O -5.13 0.23 0.04
N -4.46 -1.61 1.64
O -5.03 -2.79 1.06
C -4.19 -3.88 1.08
O -4.54 -4.81 0.44
C -2.91 -3.87 1.84
C -1.80 -4.35 1.16
C -0.56 -4.42 1.80
C -0.48 -4.01 3.13
C -1.59 -3.52 3.81
C -2.82 -3.45 3.17
S -5.45 -1.04 2.83
O -4.77 0.08 3.36
O -5.82 -2.10 3.70
F -6.74 -0.58 2.13
H -1.93 -0.22 1.66
H -1.24 -1.72 0.98
H -0.87 -0.18 0.27
H -2.80 -1.91 -0.65
H -2.75 -0.22 -1.11
H -5.44 -0.01 -0.84
H -1.90 -4.68 0.14
H 0.30 -4.79 1.28
H 0.46 -4.08 3.65
H -1.51 -3.22 4.84
H -3.67 -3.08 3.71
C 3.23 -0.01 4.93
C 3.30 -0.05 3.38
C 4.51 0.75 2.88
C 4.32 2.27 2.91
C 3.01 2.67 2.23
C 1.80 1.94 2.81
N 2.02 0.46 2.80
O 1.89 0.01 1.60
C 1.54 2.45 4.24
C 0.55 2.30 2.02
C 3.51 -1.51 3.00
H 2.20 0.01 5.28
H 3.70 -0.89 5.36
H 3.75 0.85 5.35
H 4.73 0.46 1.85
H 5.38 0.48 3.47
H 4.35 2.64 3.94
H 5.16 2.74 2.39
H 2.86 3.75 2.32
H 3.09 2.46 1.16
H 0.71 1.90 4.70
H 1.26 3.50 4.20
H 2.40 2.38 4.90
H 0.65 2.09 0.96
H 0.36 3.37 2.11
H -0.33 1.77 2.40
H 2.65 -2.12 3.30
H 4.39 -1.89 3.51
H 3.67 -1.64 1.93
C 2.13 1.94 -4.26
C 1.25 0.67 -4.14
C 1.26 -0.11 -5.46
C 0.39 0.49 -6.56
C -1.02 0.77 -6.04
C -1.02 1.64 -4.78
N -0.14 1.05 -3.73
O -0.73 0.04 -3.18
C -0.58 3.07 -5.15
C -2.45 1.78 -4.26
C 1.89 -0.19 -3.06
H 1.71 2.77 -3.68
H 3.13 1.76 -3.86
H 2.26 2.27 -5.29
H 0.92 -1.13 -5.27
H 2.29 -0.19 -5.81
H 0.84 1.40 -6.95
H 0.34 -0.21 -7.39
H -1.61 1.26 -6.82
H -1.52 -0.18 -5.83
H -0.52 3.69 -4.25
H -1.31 3.52 -5.82
H 0.37 3.11 -5.66
H -2.91 0.81 -4.06
H -3.06 2.29 -4.99
H -2.46 2.36 -3.33
H 1.87 0.31 -2.08
H 2.93 -0.38 -3.32
H 1.41 -1.16 -2.96

Results
LUMO (alpha / beta)	0.437 / 0.177	eV
energy	-2270.74026	a.u.
multiplicity	3
frontier orbital gap (alpha / beta)	0.330 / 0.353	hartree
<S²>	2.0082

Mulliken charges, unit e, in atom order: -0.33, -0.32, 0.30, -0.58, 0.29, -0.46, 0.03, -0.53, 0.53, -0.38, -0.66, -0.31, -1.00, 0.09, 1.21, -0.62, -0.61, -0.18, 0.22, -0.19, 0.32, 0.22, 0.20, 0.31, 0.43, 0.42, 0.46, 0.46, 0.62, -1.81, 2.03, -1.34, -0.49, -1.23, 1.72, 0.39, -0.50, -1.77, -1.76, -2.01, 0.33, 0.49, 0.32, 0.41, 0.33, 0.29, 0.40, 0.40, 0.29, 0.36, 0.44, 0.34, 0.28, 0.47, 0.35, 0.42, 0.52, 0.36, -1.88, 2.20, -1.36, -0.49, -1.29, 1.71, 0.50, -0.54, -1.79, -1.94, -2.27, 0.33, 0.49, 0.34, 0.43, 0.35, 0.30, 0.40, 0.40, 0.36, 0.38, 0.44, 0.33, 0.33, 0.45, 0.46, 0.59, 0.47, 0.33

5.
The following is a DFT calculation (wB97M-V/def2-TZVPD) of a cluster of 9 separate species, C27H47BrN9 in total.

Positions of all 84 atoms, in Å:
C -2.62 0.16 1.34
C -2.07 -0.24 -0.18
C -0.80 -1.28 -0.06
C -1.28 -2.68 -0.83
C 0.58 -0.78 -0.79
C 1.74 -1.86 -0.27
C 2.10 -1.22 1.22
C 1.75 0.40 1.05
N 1.24 0.53 -0.39
C 0.66 1.85 -0.85
Br -0.36 2.83 0.59
C 1.76 2.91 -1.46
C 3.11 3.09 -0.53
H -2.97 -0.85 1.86
H -1.81 0.67 2.01
H -3.56 0.85 1.32
H -1.88 0.69 -0.86
H -2.98 -0.83 -0.68
H -0.67 -1.52 1.09
H -2.37 -2.97 -0.45
H -1.28 -2.40 -1.99
H -0.60 -3.60 -0.58
H 0.65 -0.94 -1.97
H 1.40 -2.95 0.00
H 2.78 -1.86 -0.82
H 3.18 -1.50 1.63
H 1.40 -1.53 2.13
H 0.99 0.57 1.92
H 2.85 0.85 1.17
H 2.15 0.50 -0.93
H -0.07 1.59 -1.76
H 2.05 2.70 -2.59
H 1.22 3.97 -1.47
H 2.87 3.08 0.64
H 3.81 2.17 -0.78
H 3.71 4.07 -0.81
C -4.47 -2.29 4.68
C -3.16 -2.90 4.39
N -2.13 -3.39 4.16
H -4.87 -1.77 3.81
H -5.21 -3.04 4.99
H -4.40 -1.56 5.49
C -0.24 6.71 -1.05
C -0.56 7.56 -2.21
N -0.81 8.23 -3.13
H -0.85 6.96 -0.18
H -0.40 5.65 -1.27
H 0.81 6.82 -0.75
C -6.02 -4.81 1.28
C -6.68 -4.10 2.39
N -7.19 -3.54 3.27
H -5.28 -5.53 1.64
H -6.75 -5.37 0.68
H -5.50 -4.12 0.61
C -9.22 -2.94 -1.35
C -7.91 -3.55 -1.64
N -6.88 -4.04 -1.87
H -9.63 -2.42 -2.22
H -9.96 -3.68 -1.04
H -9.15 -2.20 -0.54
C 1.49 -5.90 -2.75
C 1.65 -4.44 -2.78
N 1.79 -3.28 -2.81
H 1.89 -6.37 -3.65
H 2.00 -6.35 -1.89
H 0.43 -6.18 -2.68
C 3.74 -3.94 4.43
C 4.30 -3.81 3.08
N 4.75 -3.72 2.01
H 4.42 -4.48 5.10
H 3.55 -2.96 4.88
H 2.79 -4.48 4.43
C 6.77 6.31 -0.13
C 5.31 6.48 -0.11
N 4.16 6.61 -0.09
H 7.06 5.30 -0.45
H 7.25 7.02 -0.82
H 7.21 6.48 0.86
C 4.41 5.35 -4.08
C 5.82 5.56 -3.69
N 6.93 5.73 -3.38
H 4.22 5.68 -5.10
H 4.13 4.29 -4.02
H 3.72 5.90 -3.43

Results
LUMO	-2.529	eV
energy	-4123.30359	a.u.
frontier orbital gap	0.398	hartree
net charge	+1

Mulliken charges, unit e, in atom order: -0.87, -0.57, 0.24, -1.02, -0.17, -0.87, -0.59, -0.35, 0.45, -0.31, -0.01, -0.37, -0.59, 0.16, 0.18, 0.34, 0.23, 0.40, 0.14, 0.30, 0.29, 0.21, 0.40, 0.21, 0.29, 0.44, 0.18, 0.30, 0.20, 0.37, 0.42, 0.34, -0.02, 0.22, 0.26, 0.02, -0.89, 0.43, -0.43, 0.26, 0.30, 0.34, -0.33, 0.25, -0.35, 0.33, -0.04, 0.15, -0.80, 0.46, -0.47, 0.34, 0.30, 0.17, -0.80, 0.41, -0.44, 0.31, 0.27, 0.27, -0.95, 0.47, -0.40, 0.34, 0.29, 0.28, -0.83, 0.45, -0.43, 0.33, 0.27, 0.27, -0.96, 0.55, -0.49, 0.30, 0.31, 0.33, -0.67, 0.36, -0.41, 0.36, 0.16, 0.22

Question: Which of these has the highest energy?
Answer: C27H47BFN3O7S

Question: energy of number 4 (C27H47BFN3O7S)?
Answer: -2270.74026 a.u.

Question: What is the energy in the second record?
Answer: -4153.73850 a.u.